#a
The following is a DFT calculation (ωB97M-V/def2-TZVPD) of one molecule with the formula C3H3NO4.

The geometry in XYZ format:
```
11
Properties=species:S:1:pos:R:3:lowdin_charge:R:1
C -1.211 -0.177 -0.031 -0.44
C 1.032 -1.236 0.501 0.01
C 1.284 0.990 -0.396 -0.15
H 1.316 -2.196 0.302 0.11
H 1.045 -1.015 1.552 0.14
H 1.883 1.430 -1.223 0.15
N 0.164 1.505 0.059 0.06
O -2.386 -0.254 -0.459 0.13
O -0.232 -1.117 -0.263 0.03
O 1.864 -0.245 -0.292 -0.03
O -0.749 0.839 0.827 -0.01
```

## Properties
**Lowest unoccupied orbital energy**: 0.5 eV
**SMILES**: O=C1OCOC=NO1
**Multiplicity**: 1

=====

#b
The following is a DFT calculation (ωB97M-V/def2-TZVPD) of C3H3NO4 as an isolated structure.

The geometry in XYZ format:
```
11
Properties=species:S:1:pos:R:3:lowdin_charge:R:1
C 0.322 0.562 -0.284 -0.28
C -1.129 -1.191 -0.077 -0.19
C -1.051 1.092 -0.099 -0.32
H 3.305 0.523 0.291 0.06
H -1.417 -1.789 -0.976 0.15
H -0.866 -1.914 0.978 0.21
N 1.408 1.322 -0.296 0.23
O 2.430 0.108 0.367 -0.10
O 0.250 -0.822 -0.303 -0.01
O -1.853 -0.083 0.320 0.04
O -1.399 2.192 0.079 0.22
```

## Properties
**Lowest unoccupied orbital energy**: -0.8 eV
**Multiplicity**: 1

=====

In terms of stability, #a leads; the second structure lies 0.0286 hartree higher.